Here is a cluster of 3 separate species, C4H9NOS in total in a non-equilibrium geometry from the OMol25 dataset. Energies are from ωB97M-V/def2-TZVPD.

Bonds (Å) are listed after each position.
Cartesian coordinates (Å):
1 O 0.692 -2.306 -0.118  C2 1.213
2 C 0.655 -1.379 -0.900  O1 1.213, C3 1.434, H8 1.098
3 C -0.476 -1.099 -1.735  C2 1.434, N7 1.376, H9 1.082
4 C -0.677 -0.921 1.871  C5 1.320, H10 1.077, H11 1.094
5 C -0.540 0.091 2.707  C4 1.320, H12 1.079, H13 1.076
6 S 0.460 2.370 0.111  H14 1.303
7 N -0.662 0.198 -2.152  C3 1.376, H15 1.017, H16 1.037
8 H 1.481 -0.662 -0.980  C2 1.098
9 H -1.234 -1.858 -1.879  C3 1.082
10 H -0.303 -1.895 2.143  C4 1.077
11 H -1.036 -0.687 0.864  C4 1.094
12 H -0.105 -0.065 3.682  C5 1.079
13 H -0.688 1.127 2.456  C5 1.076
14 H 1.499 1.800 -0.431  S6 1.303
15 H -1.613 0.552 -2.206  N7 1.017
16 H -0.088 0.689 -1.442  N7 1.037

For the frontier orbital gap, the calculation gives 0.155 Ha. As for the multiplicity: 1. Its relative energy (zero: lowest compared OMol25 entry of this formula, charge and spin) is 5.783 eV. The charge is 0. The energy is -18661.7438 eV. For the LUMO energy, the calculation gives -3.3 eV.

These are the natural (NBO) partial charges, in e, on atoms 1 to 6: -0.41, 0.31, 0.14, -0.41, -0.35, -0.72